Arrangement 1

C6H11N | ωB97M-V with the def2-TZVPD basis set

The expectation value of S² is 0.761. Its HOMO energy (alpha / beta) is -1.13 / -1.17 eV. The calculation puts the HOMO-LUMO gap (alpha / beta) at 5.226 / 5.267 eV.

ORCA input file:
```
! RIJCOSX wB97M-V def2-TZVPD def2/J DEFGRID3
* xyz -1 2
C -1.09 1.56 0.31
C 0.39 1.13 0.36
C 0.67 -0.31 -0.01
C 1.46 -0.62 -1.09
C 0.44 -2.64 0.77
C 0.03 -1.28 0.85
N -1.61 1.36 -1.01
H -1.04 2.60 0.68
H -1.65 1.14 1.17
H 0.95 1.76 -0.34
H 0.74 1.34 1.38
H 1.91 0.20 -1.66
H 1.86 -1.59 -1.32
H -0.08 -3.31 0.06
H 1.53 -2.87 0.80
H -0.56 -0.82 1.63
H -1.58 0.41 -1.34
H -2.38 1.96 -1.24
*
```

---

Arrangement 2

C6H11N | ωB97M-V with the def2-TZVPD basis set

The expectation value of S² is 0.773. Its HOMO energy (alpha / beta) is 0.41 / -1.91 eV. The calculation puts the HOMO-LUMO gap (alpha / beta) at 3.932 / 6.100 eV.

ORCA input file:
```
! RIJCOSX wB97M-V def2-TZVPD def2/J DEFGRID3
* xyz -1 2
C 1.60 -1.99 1.77
N 0.54 -1.06 2.11
C -0.19 -0.51 1.00
C -0.20 0.86 0.68
C -0.33 1.36 -0.65
C -1.06 0.82 -1.67
C -0.70 0.88 -3.13
H 1.79 -1.98 0.69
H 1.40 -3.03 2.05
H 2.53 -1.71 2.27
H 0.93 -0.31 2.67
H -0.69 -1.26 0.40
H -0.17 1.57 1.51
H 0.27 2.25 -0.90
H -1.74 0.03 -1.36
H 0.36 1.06 -3.26
H -0.96 -0.05 -3.64
H -1.25 1.63 -3.74
*
```

---

arrangement 2 ends up most stable, edging out the next structure by 21.0 kJ/mol.

---

Arrangement 1

C21H22N2O3S | ωB97M-V with the def2-TZVPD basis set

Its SMILES is Cc1ccc2cc(CN(C[C@@H]3CCCO3)C(=O)c3cccs3)c(=O)[nH]c2c1. Its HOMO energy is -8.54 eV. The calculation puts the HOMO-LUMO gap at 8.347 eV.

ORCA input file:
```
! RIJCOSX wB97M-V def2-TZVPD def2/J DEFGRID3
* xyz 0 1
C 1.93 3.38 -5.22
C 1.29 2.72 -3.92
C -0.02 2.90 -3.88
C -0.42 2.24 -2.68
C 0.28 1.68 -1.65
C -0.21 1.07 -0.58
C 0.58 0.38 0.26
C 0.36 -0.17 1.66
N -1.15 -0.58 1.72
C -1.42 -2.02 0.73
C -0.75 -3.26 1.21
C 0.68 -3.44 0.69
C 0.60 -4.75 0.14
C -1.06 -4.99 -0.20
O -1.49 -4.31 0.89
C -2.09 -0.03 2.28
O -3.37 -0.67 2.23
C -1.72 1.11 3.03
C -2.09 1.34 4.28
C -1.56 2.62 4.73
C -1.34 3.36 3.74
S -1.19 2.62 2.27
C 2.13 0.31 0.02
O 3.03 -0.27 0.74
N 2.29 0.94 -1.15
C 1.62 1.51 -1.98
C 2.11 1.92 -3.12
H 1.70 4.53 -5.16
H 2.88 3.26 -5.24
H 1.27 2.90 -6.23
H -0.80 3.63 -4.34
H -1.51 2.42 -2.31
H -1.31 1.20 -0.29
H 0.95 -0.99 1.81
H 0.35 0.63 2.48
H -1.02 -1.58 -0.25
H -2.46 -2.00 0.91
H -0.82 -3.09 2.30
H 1.42 -3.15 1.44
H 1.14 -2.68 -0.16
H 1.27 -5.16 -0.79
H 0.99 -5.50 1.07
H -1.02 -6.00 0.00
H -1.00 -4.56 -1.20
H -2.39 0.67 5.10
H -1.88 2.90 5.86
H -1.34 4.34 3.60
H 3.45 0.68 -1.55
H 3.13 1.93 -3.29
*
```

---

Arrangement 2

C21H22N2O3S | ωB97M-V with the def2-TZVPD basis set

Its SMILES is CSc1ccccc1OCc1cc(C(=O)NCCCc2ccccc2)no1. Its HOMO energy is -8.14 eV. The calculation puts the HOMO-LUMO gap at 8.863 eV.

ORCA input file:
```
! RIJCOSX wB97M-V def2-TZVPD def2/J DEFGRID3
* xyz 0 1
C -4.11 -2.64 -1.26
S -3.46 -2.53 0.44
C -1.80 -3.09 0.26
C -1.26 -3.63 -0.89
C 0.07 -4.02 -0.90
C 0.85 -3.88 0.23
C 0.31 -3.35 1.39
C -1.02 -2.95 1.41
O -1.67 -2.47 2.52
C -0.99 -1.56 3.34
C -0.68 -0.29 2.62
C -1.31 0.33 1.58
C -0.53 1.49 1.36
C -0.74 2.53 0.32
O -1.71 2.52 -0.42
N 0.24 3.45 0.29
C 0.33 4.45 -0.75
C 0.62 3.84 -2.13
C 1.96 3.11 -2.20
C 2.00 1.87 -1.35
C 2.88 1.76 -0.28
C 2.92 0.62 0.50
C 2.07 -0.44 0.22
C 1.19 -0.34 -0.84
C 1.16 0.80 -1.63
N 0.47 1.54 2.22
O 0.38 0.44 2.99
H -3.50 -2.04 -1.93
H -5.12 -2.22 -1.21
H -4.16 -3.67 -1.58
H -1.85 -3.75 -1.79
H 0.50 -4.43 -1.81
H 1.89 -4.19 0.22
H 0.92 -3.25 2.27
H -1.67 -1.36 4.17
H -0.06 -1.98 3.76
H -2.19 0.02 1.05
H 1.03 3.29 0.90
H 1.10 5.16 -0.47
H -0.63 4.97 -0.80
H -0.19 3.15 -2.37
H 0.61 4.65 -2.86
H 2.76 3.79 -1.90
H 2.14 2.83 -3.24
H 3.55 2.58 -0.06
H 3.61 0.56 1.33
H 2.09 -1.33 0.82
H 0.52 -1.17 -1.06
H 0.47 0.86 -2.46
*
```

---

arrangement 2 ends up most stable, edging out the next structure by 1120.2 kJ/mol.

---

Arrangement 1

C5H7NO3S | ωB97M-V with the def2-TZVPD basis set

Its HOMO energy is -9.43 eV. The calculation puts the HOMO-LUMO gap at 9.207 eV.

ORCA input file:
```
! RIJCOSX wB97M-V def2-TZVPD def2/J DEFGRID3
* xyz 0 1
C -0.65 1.07 0.23
C -0.57 -1.70 0.12
C 0.74 1.42 0.66
C 1.70 0.15 0.42
C -0.06 -0.66 -0.83
N 1.28 -0.37 -0.84
O -1.91 -1.72 0.20
O 0.14 -2.52 0.69
O -2.89 0.45 -0.59
S -2.17 1.56 0.11
H 1.05 2.24 0.16
H 0.89 1.73 1.64
H 2.67 0.54 0.51
H 1.59 -0.54 1.13
H -0.75 -0.71 -1.60
H 1.42 0.06 -1.72
H -2.47 -0.97 -0.29
*
```

---

Arrangement 2

C5H7NO3S | ωB97M-V with the def2-TZVPD basis set

Its HOMO energy (alpha / beta) is -9.37 / -9.11 eV. The calculation puts the HOMO-LUMO gap (alpha / beta) at 8.209 / 7.776 eV.

ORCA input file:
```
! RIJCOSX wB97M-V def2-TZVPD def2/J DEFGRID3
* xyz 0 1
C 1.81 -1.29 -0.05
C -0.51 -0.51 0.00
C 0.14 0.65 -0.08
C -1.99 -0.90 -0.04
C -0.57 1.91 0.20
N 0.38 -1.61 -0.07
O -0.06 -2.75 0.03
O 2.41 0.95 1.30
O 2.54 1.09 -1.17
S 1.93 0.51 0.05
H 2.56 -1.88 -0.49
H -2.42 -0.53 0.85
H -1.84 -2.01 -0.24
H -2.30 -0.39 -0.99
H -1.71 1.77 0.27
H -0.33 2.57 -0.55
H -0.05 2.42 0.99
*
```

---

arrangement 1 ends up most stable, edging out the next structure by 175.0 kJ/mol.

---

Arrangement 1

C2H3N4 | ωB97M-V with the def2-TZVPD basis set

Its SMILES is [C@@H]12[C@H]3N4N1[N@@H+]2N34. Its HOMO energy is -16.30 eV. The calculation puts the HOMO-LUMO gap at 10.538 eV.

ORCA input file:
```
! RIJCOSX wB97M-V def2-TZVPD def2/J DEFGRID3
* xyz 1 1
C 0.13 0.73 -0.66
C 1.06 -0.40 0.41
N 0.08 -0.02 1.39
N -0.68 0.88 0.52
N -0.91 -0.23 -0.35
N -0.18 -1.13 0.50
H 0.23 1.38 -1.51
H 2.07 -0.75 0.53
H -1.79 -0.45 -0.83
*
```

---

Arrangement 2

C2H3N4 | ωB97M-V with the def2-TZVPD basis set

Its HOMO energy is -16.95 eV. The calculation puts the HOMO-LUMO gap at 11.062 eV.

ORCA input file:
```
! RIJCOSX wB97M-V def2-TZVPD def2/J DEFGRID3
* xyz 1 1
C -0.09 -1.09 0.18
C 0.24 0.20 0.29
N -2.31 -0.44 0.27
N -1.25 -0.77 -0.58
N -2.00 0.75 0.35
N -0.86 0.64 -0.49
H 0.19 -2.06 0.54
H 1.02 0.81 0.71
H -0.76 1.31 -1.26
*
```

---

Arrangement 3

C2H3N4 | ωB97M-V with the def2-TZVPD basis set

Its HOMO energy (alpha / beta) is -16.12 / -15.81 eV. The calculation puts the HOMO-LUMO gap (alpha / beta) at 8.163 / 6.227 eV.

ORCA input file:
```
! RIJCOSX wB97M-V def2-TZVPD def2/J DEFGRID3
* xyz 1 1
C -3.09 -0.29 0.75
C -2.39 0.25 -0.96
N -3.59 0.23 -0.27
N -1.91 -0.70 1.02
N -1.49 -0.38 -0.20
N 1.22 -0.93 -0.40
H -2.28 0.43 -1.94
H 1.46 -0.49 0.47
H 0.65 -1.11 -1.24
*
```

---

arrangement 2 ends up most stable, edging out the next structure by 257.1 kJ/mol.

---

Arrangement 1

C23H32N4O3 | ωB97M-V with the def2-TZVPD basis set

Its SMILES is CCn1nc(C)c(CNC(=O)[C@@H]2CCC(=O)N(CCc3ccc(OC)cc3)C2)c1C. Its HOMO energy is -8.34 eV. The calculation puts the HOMO-LUMO gap at 8.816 eV.

ORCA input file:
```
! RIJCOSX wB97M-V def2-TZVPD def2/J DEFGRID3
* xyz 0 1
C 4.01 0.88 -3.35
C 3.00 -0.12 -3.89
N 2.36 -0.84 -2.82
N 2.73 -0.71 -1.55
C 1.95 -1.50 -0.84
C 2.06 -1.58 0.64
C 1.04 -2.17 -1.68
C -0.01 -3.15 -1.26
N -1.09 -2.48 -0.55
C -1.33 -2.69 0.76
O -0.76 -3.54 1.41
C -2.36 -1.75 1.37
C -3.67 -1.64 0.56
C -3.93 -0.20 0.10
C -3.83 0.76 1.27
O -4.69 1.57 1.56
N -2.69 0.60 1.98
C -2.43 1.45 3.11
C -1.81 2.79 2.69
C -0.55 2.61 1.89
C -0.54 2.84 0.52
C 0.62 2.71 -0.22
C 1.81 2.33 0.40
O 2.91 2.29 -0.40
C 4.13 1.86 0.16
C 1.80 2.05 1.76
C 0.63 2.20 2.49
C -1.71 -0.36 1.54
C 1.33 -1.72 -2.95
C 0.74 -2.05 -4.28
H 4.45 1.43 -4.17
H 3.51 1.57 -2.67
H 4.78 0.36 -2.79
H 2.24 0.39 -4.48
H 3.51 -0.84 -4.55
H 1.52 -2.45 1.02
H 3.11 -1.66 0.94
H 1.64 -0.69 1.10
H 0.39 -3.89 -0.58
H -0.43 -3.66 -2.14
H -1.53 -1.70 -1.02
H -2.58 -2.14 2.37
H -3.65 -2.30 -0.30
H -4.50 -1.95 1.19
H -3.21 0.11 -0.66
H -4.93 -0.11 -0.33
H -3.38 1.65 3.61
H -1.76 0.92 3.80
H -2.55 3.34 2.10
H -1.59 3.37 3.59
H -1.45 3.15 0.02
H 0.63 2.91 -1.28
H 4.42 2.48 1.02
H 4.07 0.81 0.46
H 4.88 1.97 -0.62
H 2.69 1.73 2.27
H 0.65 2.01 3.55
H -0.91 -0.42 2.28
H -1.25 -0.04 0.59
H -0.05 -2.78 -4.16
H 1.50 -2.45 -4.95
H 0.32 -1.16 -4.74
*
```

---

Arrangement 2

C23H32N4O3 | ωB97M-V with the def2-TZVPD basis set

Its SMILES is COc1ccc(CCN2C[C@H](C(=O)NCCCn3nc(C)cc3C)CCC2=O)cc1. Its HOMO energy is -8.43 eV. The calculation puts the HOMO-LUMO gap at 9.048 eV.

ORCA input file:
```
! RIJCOSX wB97M-V def2-TZVPD def2/J DEFGRID3
* xyz 0 1
C -4.68 -3.54 1.20
O -4.36 -3.04 -0.08
C -4.19 -1.70 -0.22
C -4.31 -0.76 0.79
C -4.10 0.58 0.52
C -3.77 1.02 -0.75
C -3.45 2.46 -1.02
C -1.94 2.69 -1.21
N -1.18 2.39 -0.02
C -0.86 1.02 0.32
C 0.66 0.88 0.50
C 0.96 -0.56 0.89
O 1.24 -0.91 2.02
N 0.80 -1.44 -0.13
C 1.10 -2.85 0.02
C 2.44 -3.22 -0.60
C 3.61 -2.49 0.06
N 3.66 -1.10 -0.34
N 3.29 -0.74 -1.58
C 3.51 0.57 -1.66
C 3.21 1.34 -2.90
C 4.04 1.05 -0.45
C 4.12 -0.06 0.38
C 4.56 -0.17 1.79
C 1.16 1.88 1.55
C 0.08 2.89 1.95
C -0.69 3.39 0.75
O -0.88 4.57 0.51
C -3.67 0.08 -1.77
C -3.88 -1.26 -1.51
H -5.64 -3.15 1.56
H -3.90 -3.32 1.93
H -4.76 -4.62 1.08
H -4.57 -1.06 1.80
H -4.19 1.30 1.33
H -3.79 3.09 -0.19
H -3.96 2.80 -1.93
H -1.57 2.07 -2.04
H -1.76 3.74 -1.44
H -1.22 0.37 -0.48
H -1.36 0.73 1.25
H 1.14 1.08 -0.47
H 0.77 -1.09 -1.07
H 0.30 -3.42 -0.46
H 1.10 -3.06 1.09
H 2.59 -4.30 -0.49
H 2.44 -2.97 -1.67
H 4.55 -2.97 -0.21
H 3.50 -2.52 1.15
H 2.54 2.17 -2.68
H 4.12 1.74 -3.32
H 2.74 0.68 -3.63
H 4.32 2.05 -0.22
H 4.90 0.79 2.14
H 5.36 -0.90 1.89
H 3.72 -0.49 2.41
H 1.47 1.32 2.44
H 2.03 2.41 1.17
H -0.63 2.42 2.64
H 0.53 3.74 2.46
H -3.43 0.40 -2.77
H -3.80 -2.00 -2.30
*
```

---

arrangement 2 ends up most stable, edging out the next structure by 7.0 kJ/mol.

---

Arrangement 1

C6H7FO | ωB97M-V with the def2-TZVPD basis set

Its SMILES is C=C[C@@]1(F)CCC1=O. Its HOMO energy is -9.54 eV. The calculation puts the HOMO-LUMO gap at 10.194 eV.

ORCA input file:
```
! RIJCOSX wB97M-V def2-TZVPD def2/J DEFGRID3
* xyz 0 1
C -2.45 0.58 0.00
C -1.25 0.57 -0.56
C -0.08 0.10 0.33
F -0.57 -0.19 1.57
C 0.62 -1.18 -0.22
C 1.96 -0.32 -0.08
C 1.22 0.84 0.39
O 1.41 2.01 0.36
H -2.58 0.47 1.12
H -3.31 0.54 -0.72
H -0.94 0.96 -1.44
H 0.62 -1.92 0.72
H 0.15 -1.57 -1.13
H 2.61 -0.06 -0.99
H 2.57 -0.82 0.67
*
```

---

Arrangement 2

C6H7FO | ωB97M-V with the def2-TZVPD basis set

Its HOMO energy is -8.20 eV. The calculation puts the HOMO-LUMO gap at 8.006 eV.

ORCA input file:
```
! RIJCOSX wB97M-V def2-TZVPD def2/J DEFGRID3
* xyz 0 1
C -0.13 -1.72 1.06
C -0.98 -0.68 1.31
C 0.83 -1.34 0.06
C -0.91 0.52 0.47
C 0.40 0.82 -0.05
C 0.69 1.09 -1.54
O 1.70 -1.79 -0.58
F -1.42 1.59 1.26
H 0.02 -2.66 1.56
H -1.82 -0.67 1.92
H -1.60 0.47 -0.36
H 1.03 1.00 0.73
H 1.24 0.32 -2.09
H 1.19 1.97 -1.64
H -0.22 1.08 -2.11
*
```

---

arrangement 1 ends up most stable, edging out the next structure by 6.2 kJ/mol.

---

Arrangement 1

C5H33N2O11 | ωB97M-V with the def2-TZVPD basis set

Its HOMO energy is -13.49 eV. The calculation puts the HOMO-LUMO gap at 11.121 eV.

ORCA input file:
```
! RIJCOSX wB97M-V def2-TZVPD def2/J DEFGRID3
* xyz 1 1
N -0.61 -2.42 0.14
C 0.42 -1.37 -0.38
C 1.86 -1.66 -0.09
C 2.48 -2.26 -1.31
C 2.17 -1.55 -2.54
C -0.17 0.02 0.07
N 0.46 1.22 -0.13
O -1.20 0.06 0.71
H -0.35 -3.34 -0.18
H -0.54 -2.34 1.25
H -1.51 -2.32 -0.20
H 0.14 -1.16 -1.43
H 1.96 -2.17 0.85
H 2.29 -0.83 0.31
H 3.65 -2.09 -1.08
H 2.30 -3.34 -1.25
H 2.30 -2.37 -3.23
H 2.84 -0.81 -2.93
H 1.25 -1.08 -2.79
H -0.09 2.10 0.14
H 1.29 1.31 -0.63
H -2.65 2.92 1.86
H -2.35 1.45 1.17
O -2.31 2.41 1.13
H -3.81 1.99 -1.90
H -2.77 2.52 -0.97
O -2.88 2.17 -1.77
H -0.29 -1.75 3.76
H -0.81 -3.30 3.59
O -0.30 -2.55 3.14
H -3.17 -2.51 -1.35
H -2.58 -3.52 -2.29
O -2.45 -3.14 -1.33
H 2.49 1.13 2.12
H 3.47 0.50 3.15
O 2.70 0.30 2.62
H 3.20 2.43 -0.54
H 4.21 2.60 0.63
O 3.27 2.43 0.49
H -3.18 -0.60 -0.18
H -3.07 0.42 -1.29
O -3.36 -0.53 -1.16
H 1.64 2.89 -1.86
H 2.70 2.57 -2.99
O 2.43 2.26 -2.16
H -0.56 0.00 4.75
H -1.80 -0.05 3.74
O -1.39 -0.48 4.46
H -0.74 2.64 -2.28
H -0.56 4.24 -2.49
O -0.06 3.47 -2.37
*
```

---

Arrangement 2

C5H33N2O11 | ωB97M-V with the def2-TZVPD basis set

Its HOMO energy is -12.63 eV. The calculation puts the HOMO-LUMO gap at 10.247 eV.

ORCA input file:
```
! RIJCOSX wB97M-V def2-TZVPD def2/J DEFGRID3
* xyz 1 1
C -1.26 0.53 0.27
O -1.54 1.05 -1.00
C -0.01 -0.45 0.31
C -0.22 -1.63 1.24
C 1.02 -1.86 2.16
C 0.63 -0.47 3.92
N 1.44 -0.74 3.01
N 1.23 0.38 0.50
H -2.09 -0.12 0.59
H -0.95 1.40 0.83
H -2.04 0.35 -1.44
H 0.16 -0.96 -0.67
H -1.12 -1.51 1.83
H -0.44 -2.59 0.74
H 0.74 -2.79 2.69
H 1.82 -2.31 1.46
H 0.60 0.48 4.48
H -0.14 -1.04 4.38
H 1.42 0.91 -0.37
H 1.10 0.93 1.36
H 2.09 -0.03 0.82
H 0.85 1.90 -2.08
H 2.31 2.58 -2.38
O 1.82 1.91 -1.91
H 2.65 1.82 2.18
H 2.93 2.02 3.54
O 2.46 2.53 2.82
H -1.05 4.17 1.25
H 0.24 4.58 0.52
O -0.31 3.81 0.74
H -2.29 -4.37 -1.64
H -1.01 -3.25 -1.73
O -1.85 -3.55 -1.39
H -4.81 0.80 -0.74
H -5.00 -0.47 0.26
O -4.60 -0.12 -0.54
H 4.12 1.79 0.65
H 4.20 0.29 0.92
O 3.57 1.03 0.89
H -2.76 -2.07 -1.94
H -3.89 -1.18 -2.14
O -2.91 -1.11 -2.15
H -1.56 -0.76 -3.20
H -0.93 -1.94 -4.08
O -0.92 -1.00 -3.90
H 3.18 -1.98 -1.18
H 3.33 -2.89 0.12
O 2.84 -2.18 -0.30
H -1.62 3.00 -2.87
H -0.68 2.33 -3.84
O -0.70 2.74 -2.96
*
```

---

arrangement 1 ends up most stable, edging out the next structure by 99.7 kJ/mol.

---

Arrangement 1

C2H8NO | ωB97M-V with the def2-TZVPD basis set

Its HOMO energy is -13.88 eV. The calculation puts the HOMO-LUMO gap at 9.613 eV.

ORCA input file:
```
! RIJCOSX wB97M-V def2-TZVPD def2/J DEFGRID3
* xyz 1 1
N 0.74 2.30 1.09
H -0.05 2.18 1.81
H 0.94 3.44 1.00
H 1.64 1.91 1.52
H 0.26 1.76 0.38
O 0.53 -0.10 -0.70
C -0.16 -0.99 -1.26
C -0.87 -2.14 -0.54
H -0.04 -1.10 -2.40
H -1.23 -1.75 0.47
H -0.04 -2.89 -0.45
H -1.73 -2.61 -0.93
*
```

---

Arrangement 2

C2H8NO | ωB97M-V with the def2-TZVPD basis set

Its HOMO energy is -16.71 eV. The calculation puts the HOMO-LUMO gap at 11.578 eV.

ORCA input file:
```
! RIJCOSX wB97M-V def2-TZVPD def2/J DEFGRID3
* xyz 1 1
O -2.22 -0.02 0.01
H -0.56 0.24 0.02
H -2.57 0.37 0.83
H -2.49 -0.94 0.13
C 1.29 -0.63 0.93
C 0.98 0.74 -1.04
N 0.46 0.00 -0.14
H 1.23 -1.69 0.77
H 2.28 -0.19 0.91
H 0.89 -0.25 1.87
H 0.50 1.66 -1.36
H 2.04 0.66 -1.25
*
```

---

Arrangement 3

C2H8NO | ωB97M-V with the def2-TZVPD basis set

Its HOMO energy is -13.51 eV. The calculation puts the HOMO-LUMO gap at 9.658 eV.

ORCA input file:
```
! RIJCOSX wB97M-V def2-TZVPD def2/J DEFGRID3
* xyz 1 1
N -0.91 1.01 1.16
H 0.01 0.92 1.57
H -1.59 1.04 1.92
H -1.08 0.16 0.58
H -0.91 1.84 0.56
C 1.21 -1.00 -0.03
C 0.62 -0.60 -1.14
O -0.73 -0.29 -1.20
H 2.28 -0.87 0.04
H 0.75 -1.67 0.69
H 1.24 -0.43 -2.02
H -0.89 -0.12 -2.14
*
```

---

arrangement 2 ends up most stable, edging out the next structure by 7.4 kJ/mol.